# 1
Here is a molecular structure, C35H25ClF3N5O8Pt at a distorted geometry from the OMol25 dataset. Energies are from ωB97M-V/def2-TZVPD.

XYZ file:
```
78
Properties=species:S:1:pos:R:3:mulliken_charge:R:1
Pt 0.39236 0.04093 0.25525 2.1338
O -4.38172 -5.59405 3.57683 -0.4630
C -3.12313 -5.16865 3.56459 0.4505
O -2.23167 -5.74834 4.10883 -0.4719
C -2.80984 -3.90301 2.80226 0.4109
C -3.37216 -3.64317 1.54927 -1.0812
C -3.05083 -2.48150 0.88440 -0.0202
C -2.14344 -1.56490 1.45289 0.2559
C -1.57576 -1.85087 2.70812 -0.1697
C -1.88168 -3.02302 3.35813 -0.7704
N -1.75584 -0.43126 0.77668 -0.1494
C -2.51986 0.22371 -0.04047 -0.6039
C -1.97658 1.16884 -0.94973 0.6977
C -2.78364 2.05735 -1.66418 -1.1298
C -2.20196 3.03631 -2.44059 -0.5219
C -0.81362 3.09009 -2.51014 -1.0932
C -0.06855 2.15841 -1.81168 -0.0585
N -0.63162 1.20978 -1.06614 0.2131
H -5.02056 -5.00304 3.16675 0.3532
H -4.03958 -4.35860 1.08549 0.4972
H -3.47446 -2.27762 -0.09247 0.3971
H -0.91838 -1.12140 3.16609 0.4529
H -1.43789 -3.26760 4.31363 0.4983
H -3.59550 0.11419 0.05538 0.6041
H -3.85688 1.98599 -1.54575 0.5624
H -2.80310 3.76456 -2.96738 0.5135
H -0.31948 3.85861 -3.08582 0.4888
H 1.00927 2.16157 -1.85849 0.5928
O 0.72437 -5.41129 2.31160 -0.5289
C 0.19827 -5.45395 1.12038 0.2401
O -0.28127 -6.43965 0.62691 -0.5932
C 0.16439 -4.17382 0.31562 0.4646
C -0.26009 -4.11491 -1.01125 0.1521
Cl -0.73891 -5.34587 -2.05100 -0.0699
N -0.25221 -2.82013 -1.40286 -0.0348
N 0.15042 -2.03532 -0.38946 0.0565
C 0.43511 -2.83393 0.63887 0.2493
C 1.09002 -2.21229 1.84755 0.7739
O 1.40389 -2.90119 2.79715 -0.7643
O 1.30380 -0.94188 1.76146 -0.6406
C -0.49301 -2.33250 -2.72513 -0.4465
C -1.56472 -1.49324 -2.97131 -0.0590
C -1.77854 -1.01973 -4.25642 -0.9266
C -0.94292 -1.41962 -5.28832 -0.6151
C 0.12689 -2.26606 -5.03111 -0.8750
C 0.36485 -2.71980 -3.74452 -0.1638
H 1.05909 -4.52526 2.58761 0.4325
H -2.23602 -1.22745 -2.16573 0.5777
H -2.60024 -0.34411 -4.45413 0.4902
H -1.12895 -1.06830 -6.29410 0.4564
H 0.77704 -2.57473 -5.83972 0.5209
H 1.19905 -3.37290 -3.51834 0.6323
N 3.66393 -0.25383 -4.36472 -0.1705
C 3.81155 -0.58683 -2.93123 -0.7563
C 2.43012 -0.20409 -2.29822 0.8591
O 2.31601 -0.36669 -1.07188 -0.6926
O 1.60738 0.24906 -3.12551 -0.7320
H 4.28694 0.48195 -4.68607 0.3525
H 2.60645 0.10954 -4.29353 0.3300
H 3.73777 -1.05019 -4.99027 0.3413
H 4.58992 -0.00845 -2.44124 0.3882
H 4.00586 -1.64417 -2.77279 0.2920
F 5.69515 7.35185 2.52507 -0.2474
C 5.81928 6.22233 3.24127 0.8357
F 5.65423 6.54363 4.53209 -0.2323
F 7.07034 5.77247 3.08593 -0.2634
C 4.79714 5.19978 2.80057 0.2597
C 3.48488 5.61738 2.59752 -0.7784
C 2.53886 4.71133 2.16914 -0.6988
C 2.90336 3.37448 1.94845 0.2801
C 4.22082 2.95672 2.19608 -0.6116
C 5.16553 3.87385 2.60960 -0.6373
C 1.96866 2.44013 1.44576 0.7545
C 1.15139 1.67218 0.97673 -0.6242
H 3.21566 6.64991 2.77355 0.4160
H 1.51331 5.01452 2.00994 0.4646
H 4.48202 1.91823 2.04596 0.4845
H 6.18811 3.56944 2.78190 0.4688
```

Total charge ... +2
LUMO (spin up / spin down) ... -8.819 / -8.822 eV
Energy relative to the best compared isomer or geometry (same formula, charge and spin) ... 21.6 kcal per mole
HOMO energy (spin up / spin down) ... -13.40 / -13.40 eV
Gap between HOMO and LUMO (spin up / spin down) ... 4.586 / 4.582 eV

---

# 2
Here is a single C2H3NO2 molecule from the OMol25 dataset. Energies are from ωB97M-V/def2-TZVPD.

XYZ file:
```
8
Properties=species:S:1:pos:R:3:nbo_charge:R:1
H 0.15611 1.16445 1.80844 0.3662
N 0.07201 0.47095 1.08115 -0.7125
C 0.35625 0.86756 -0.08181 0.4051
O 0.24897 -0.03254 -1.08047 -0.5272
C -0.36111 -1.18962 -0.54126 0.6601
O 0.22465 -2.21130 -0.40857 -0.4975
H 0.69703 1.84854 -0.42278 0.1717
H -1.42290 -1.00862 -0.33375 0.1340
```

Total charge ... 0
LUMO ... 0.873 eV
Structure (SMILES) ... [H]/N=C/OC=O
Energy relative to the best compared isomer or geometry (same formula, charge and spin) ... 23.4 kcal per mole
HOMO energy ... -10.72 eV
Gap between HOMO and LUMO ... 11.595 eV

---

# 3
Here is a molecular structure, CN3O2S at a distorted geometry from the OMol25 dataset. Energies are from ωB97M-V/def2-TZVPD.

XYZ file:
```
7
Properties=species:S:1:pos:R:3:nbo_charge:R:1
C -0.71408 0.92796 -2.81245 -0.0460
N -0.69913 0.72804 -3.94798 -0.4117
N 1.28323 -0.00337 1.56943 -0.1363
N 0.73153 -1.06611 1.80409 0.4538
O -0.31059 -1.51581 2.18756 -0.4222
O 1.87124 -1.70227 1.35212 -0.4334
S -0.89856 1.18666 -1.28457 -0.0042
```

Total charge ... -1
Multiplicity ... 3
LUMO (spin up / spin down) ... 3.871 / -0.280 eV
Energy relative to the best compared isomer or geometry (same formula, charge and spin) ... 18.0 kcal per mole
HOMO energy (spin up / spin down) ... -4.76 / -3.72 eV
<S²> ... 2.029
Gap between HOMO and LUMO (spin up / spin down) ... 8.629 / 3.436 eV